1.
{
  "formula": "C9H20ClISi",
  "method": "ωB97M-V with the def2-TZVPD basis set",
  "symbols": ["C", "C", "C", "C", "C", "C", "C", "C", "C", "Si", "Cl", "I", "H", "H", "H", "H", "H", "H", "H", "H", "H", "H", "H", "H", "H", "H", "H", "H", "H", "H", "H", "H"],
  "xyz": [[-3.4203, 3.1231, -0.8363], [-0.1352, -2.4719, 1.3229], [2.8789, -2.9890, 0.6423], [0.9060, -2.0610, -1.5941], [-2.1375, 2.3671, -1.1584], [-1.3926, 1.9563, 0.1092], [-0.1037, 1.2046, -0.2125], [0.6745, 0.8136, 1.0323], [1.8249, -0.1337, 0.8058], [1.3464, -1.9283, 0.2547], [1.2719, 2.3125, 1.8462], [3.2828, 0.6906, -0.5837], [-4.0974, 2.4992, -0.2566], [-3.9276, 3.4232, -1.7501], [-3.1993, 4.0169, -0.2572], [-1.0336, -1.9086, 1.0898], [-0.3568, -3.5201, 1.1517], [0.0664, -2.3512, 2.3830], [3.7475, -2.6546, 0.0829], [3.1343, -2.9546, 1.6978], [2.7049, -4.0283, 0.3829], [1.5603, -1.4580, -2.2161], [1.0082, -3.0913, -1.9214], [-0.1174, -1.7608, -1.7998], [-1.4876, 2.9988, -1.7676], [-2.3772, 1.4763, -1.7443], [-1.1554, 2.8492, 0.6903], [-2.0402, 1.3232, 0.7222], [-0.3438, 0.2921, -0.7621], [0.5264, 1.8267, -0.8516], [0.0032, 0.3494, 1.7622], [2.3890, -0.2113, 1.7354]],
  "forces_ev_per_a": [[0.2, -0.1, -0.2], [0.5, 0.2, -0.4], [-0.6, 0.4, -0.1], [0.1, 0.1, 0.6], [-0.1, 0.0, 0.3], [0.1, -0.1, -0.4], [-0.2, 0.2, 0.3], [0.0, 0.1, -0.2], [0.1, -0.4, -0.3], [0.2, -0.1, 0.0], [0.0, 0.1, 0.2], [-0.1, -0.2, 0.2], [-0.1, 0.0, 0.1], [-0.1, 0.1, 0.0], [0.0, 0.1, 0.1], [-0.2, 0.1, -0.1], [0.0, -0.2, -0.1], [0.1, 0.0, 0.2], [0.1, 0.1, -0.1], [0.0, 0.1, 0.2], [-0.1, -0.2, -0.1], [0.1, 0.1, 0.0], [0.0, -0.2, 0.0], [-0.2, 0.1, 0.0], [0.1, 0.0, -0.1], [0.1, 0.0, -0.1], [0.0, 0.0, 0.1], [0.0, 0.0, 0.1], [0.0, -0.1, -0.1], [0.0, -0.1, 0.0], [0.1, 0.0, 0.0], [0.1, -0.1, 0.0]],
  "mulliken_charge": [-1.299, -1.120, -1.058, -1.042, -0.324, -0.817, -0.131, -0.085, -0.900, 0.350, -0.175, 0.038, 0.325, 0.383, 0.327, 0.350, 0.369, 0.332, 0.304, 0.309, 0.336, 0.339, 0.355, 0.341, 0.326, 0.301, 0.415, 0.308, -0.172, 0.391, 0.337, 0.587],
  "lumo_energy_ev": 0.47,
  "energy_ev": -38159.8806,
  "orbital_gap_ev": 9.67,
  "homo_ev": -9.194
}


2.
{
  "formula": "C9H20ClN2O3P2",
  "method": "ωB97M-V with the def2-TZVPD basis set",
  "symbols": ["C", "C", "O", "N", "C", "N", "C", "P", "O", "Cl", "C", "P", "C", "C", "C", "H", "H", "H", "H", "H", "H", "H", "H", "H", "H", "H", "H", "H", "H", "H", "H", "C", "O", "H", "H", "H", "H"],
  "xyz": [[-2.2404, -2.7149, 1.7285], [-2.4763, -1.2276, 1.6142], [-1.7911, -0.7236, 0.4405], [-1.3292, 0.5513, 0.6423], [-2.1323, 1.5559, 0.8236], [-1.3912, 2.6371, 1.0063], [-0.0666, 2.2619, 0.9068], [1.2949, 3.4780, 1.1012], [0.3746, 4.7407, 1.5996], [2.2089, 2.9326, 2.8754], [0.0079, 0.9377, 0.6613], [1.3184, -0.3034, 0.3930], [1.0518, -0.7567, -1.3786], [2.9986, 0.4445, 0.4049], [3.8787, -0.1925, 1.4818], [-2.9325, -3.1394, 2.4424], [-2.2804, -3.2153, 0.7687], [-1.2453, -2.8577, 2.1399], [-2.0911, -0.7631, 2.5152], [-3.5429, -1.0274, 1.5422], [-3.2043, 1.5750, 0.8280], [-1.6975, 3.5817, 1.1785], [0.0389, 4.5233, 2.4846], [0.1463, -1.3241, -1.5263], [1.9278, -1.3111, -1.6902], [1.0641, 0.1681, -1.9486], [3.0492, 1.5224, 0.5054], [3.4585, 0.2181, -0.5530], [4.9067, 0.0759, 1.2519], [3.8281, -1.2747, 1.4428], [3.6664, 0.1999, 2.4682], [-1.4281, -1.9828, -4.6607], [-0.2572, -1.2897, -4.2266], [-1.8176, -2.5420, -3.8138], [-2.1898, -1.2791, -5.0040], [-1.1885, -2.6797, -5.4659], [0.0826, -0.7994, -4.9795]],
  "forces_ev_per_a": [[0.8, 0.3, 0.0], [-0.5, -0.7, 0.5], [0.5, 0.4, -0.1], [0.1, -1.5, -0.3], [-1.2, 1.6, 0.2], [0.5, -0.4, 0.1], [0.9, 1.2, 0.7], [0.5, 0.6, -0.7], [-0.1, -0.7, 0.3], [-0.5, -0.2, -0.1], [0.0, -0.5, -0.7], [-0.2, -1.6, 0.5], [0.4, 1.1, 0.5], [0.1, 0.2, 0.1], [0.3, 0.3, -0.4], [-0.3, -0.1, 0.0], [-0.3, -0.1, -0.1], [0.2, -0.2, -0.1], [0.2, 0.4, 0.0], [-0.1, 0.3, -0.3], [-0.2, -0.4, -0.1], [-0.2, 0.1, -0.1], [-0.1, 0.5, 0.1], [-0.1, -0.1, -0.1], [0.0, -0.4, 0.0], [-0.3, -0.1, -0.4], [-0.2, 0.2, -0.1], [-0.2, 0.0, -0.3], [0.2, 0.0, 0.1], [-0.2, -0.2, 0.3], [-0.2, -0.2, 0.2], [0.2, 0.2, -0.1], [-0.1, 0.0, 0.1], [0.0, 0.0, 0.0], [-0.1, -0.1, 0.0], [-0.1, 0.0, 0.0], [0.1, 0.0, 0.0]],
  "mulliken_charge": [-1.274, -0.132, -0.207, 0.134, -0.191, -0.062, 0.840, 0.250, -0.510, -0.178, -0.468, -0.030, -1.271, -0.350, -1.264, 0.414, 0.314, 0.314, 0.327, 0.323, 0.489, 0.243, 0.343, 0.354, 0.487, 0.398, 0.326, 0.317, 0.413, 0.382, 0.250, -0.544, -0.463, 0.192, 0.278, 0.279, 0.279],
  "lumo_energy_ev": -3.00,
  "energy_ev": -49872.6167,
  "orbital_gap_ev": 8.55,
  "homo_ev": -11.543,
  "total_charge": 1
}


3.
{
  "formula": "C9H20F3O5PSi",
  "method": "ωB97M-V with the def2-TZVPD basis set",
  "symbols": ["C", "C", "O", "P", "O", "C", "C", "Si", "O", "C", "C", "O", "C", "F", "F", "F", "O", "C", "C", "H", "H", "H", "H", "H", "H", "H", "H", "H", "H", "H", "H", "H", "H", "H", "H", "H", "H", "H", "H"],
  "xyz": [[0.7711, -1.7338, 2.8541], [-0.5520, -1.0843, 3.2574], [-0.9322, -0.0781, 2.2925], [-2.4466, -0.0351, 1.7729], [-3.4526, 0.3165, 2.7995], [-2.3593, 1.1844, 0.4332], [-1.0130, 1.9053, 0.1645], [0.2363, 0.9777, -0.8713], [-0.4492, 0.4487, -2.2883], [1.7769, 2.0091, -1.1812], [3.0094, 1.1579, -1.5250], [4.1879, 1.7118, -0.9659], [3.2013, 0.9874, -3.0550], [3.2387, -0.3200, -3.3861], [2.1891, 1.5174, -3.7751], [4.3225, 1.5345, -3.5057], [-2.7528, -1.4845, 1.1690], [-1.8494, -2.1970, 0.3049], [-2.3466, -2.2153, -1.1368], [1.3110, -1.0416, 2.1952], [0.6275, -2.6682, 2.3027], [1.4022, -1.9134, 3.7269], [-0.4499, -0.5728, 4.2191], [-1.3564, -1.8190, 3.3594], [-2.7763, 0.7724, -0.4912], [-3.0817, 1.9288, 0.7951], [-1.2305, 2.8613, -0.3353], [-0.5331, 2.1646, 1.1177], [0.6849, -0.2202, -0.1306], [-0.4152, 1.0910, -3.0038], [2.0047, 2.5112, -0.2308], [1.6081, 2.7796, -1.9370], [2.8764, 0.1335, -1.1519], [4.5768, 1.0745, -0.3584], [-1.8028, -3.2191, 0.6997], [-0.8379, -1.7831, 0.3742], [-3.0752, -3.0203, -1.2859], [-1.5057, -2.3975, -1.8162], [-2.8065, -1.2641, -1.4065]],
  "forces_ev_per_a": [[0.0, 0.3, -0.3], [0.1, 0.1, 0.4], [0.0, -0.4, -0.3], [-0.6, 0.3, 0.7], [0.6, -0.3, -0.7], [0.0, 0.5, 0.0], [0.0, 0.0, 0.1], [-0.1, 0.0, 0.1], [0.1, 0.1, 0.1], [0.1, -0.1, 0.2], [-0.1, 0.0, 0.1], [-0.1, -0.1, 0.0], [-0.1, -0.2, -0.2], [0.0, -0.1, 0.1], [-0.1, 0.0, 0.0], [0.1, 0.2, 0.0], [0.2, 0.1, 0.0], [0.1, -0.2, -0.1], [0.1, -0.3, 0.0], [-0.1, -0.1, 0.2], [0.0, 0.1, 0.1], [-0.1, -0.1, -0.1], [-0.1, 0.0, -0.2], [0.1, 0.1, 0.0], [0.1, -0.1, 0.2], [0.1, -0.2, -0.2], [0.0, -0.2, 0.1], [-0.1, 0.0, -0.1], [0.0, -0.1, -0.1], [0.0, -0.1, -0.1], [0.0, 0.0, -0.2], [0.0, 0.1, 0.2], [0.0, 0.2, 0.0], [0.0, 0.1, -0.1], [0.0, 0.2, 0.0], [-0.2, 0.1, 0.0], [0.0, 0.3, 0.0], [-0.2, 0.1, 0.1], [0.1, -0.1, 0.0]],
  "mulliken_charge": [-0.909, -0.414, -0.302, 0.990, -0.810, -0.795, -0.721, 0.382, -0.598, -0.785, -0.219, -0.556, 0.838, -0.299, -0.293, -0.266, -0.423, 0.387, -1.108, 0.124, 0.263, 0.376, 0.420, 0.358, 0.380, 0.394, 0.519, 0.381, -0.219, 0.319, 0.392, 0.507, 0.364, 0.368, 0.323, -0.246, 0.354, 0.296, 0.226],
  "lumo_energy_ev": 0.33,
  "energy_ev": -45217.8332,
  "orbital_gap_ev": 10.62,
  "smiles": "CCOP(=O)(CC[Si@@H](O)C[C@H](O)C(F)(F)F)OCC",
  "homo_ev": -10.291
}


4.
{
  "formula": "C9H20F6N4NaO12S6",
  "method": "ωB97M-V with the def2-TZVPD basis set",
  "symbols": ["Na", "C", "C", "C", "N", "C", "C", "C", "C", "C", "C", "H", "H", "H", "H", "H", "H", "H", "H", "H", "H", "H", "H", "H", "H", "H", "H", "H", "H", "H", "H", "N", "S", "O", "O", "F", "S", "O", "O", "F", "N", "S", "O", "O", "F", "S", "O", "O", "F", "N", "S", "O", "O", "F", "S", "O", "O", "F"],
  "xyz": [[13.0048, 15.3386, 0.7097], [12.5159, 19.5875, -5.6615], [12.5259, 19.6113, -7.1706], [12.1345, 20.9265, -7.9002], [12.6272, 21.0125, -9.4466], [12.2131, 22.4320, -9.9899], [12.5673, 22.6143, -11.5343], [11.6568, 21.6035, -12.2599], [11.9775, 20.2250, -11.7655], [11.8822, 19.9113, -10.2860], [14.1893, 20.6942, -9.6370], [12.3756, 18.5783, -5.2743], [11.6474, 20.1778, -5.3694], [13.5022, 19.9380, -5.3572], [11.7994, 18.8706, -7.5047], [13.4724, 19.1510, -7.4545], [12.6114, 21.8384, -7.5409], [11.0727, 21.1701, -7.9365], [11.1440, 22.5840, -9.8421], [12.7527, 23.1530, -9.3759], [12.2519, 23.6149, -11.8299], [13.6240, 22.5551, -11.7952], [10.5966, 21.8560, -12.2456], [11.8907, 21.6471, -13.3237], [11.3892, 19.4219, -12.2094], [13.0032, 20.0760, -12.1028], [10.9074, 20.0384, -9.8153], [12.2870, 18.9180, -10.0922], [14.4114, 19.6581, -9.3814], [14.6380, 21.2336, -8.8029], [14.5945, 20.9312, -10.6208], [16.6327, 13.5812, -1.1140], [17.1490, 12.1841, -0.9543], [18.4578, 11.8384, -0.3510], [16.6585, 11.2243, -1.9873], [16.1328, 11.7931, 0.3275], [17.4850, 13.9488, -2.5227], [16.7490, 13.7750, -3.7238], [18.9245, 13.6536, -2.5264], [17.5228, 15.5140, -2.3414], [9.8411, 12.6232, 2.0612], [8.8974, 12.4482, 3.2337], [9.5470, 12.2001, 4.5331], [7.4968, 12.0440, 3.0216], [8.7051, 14.0486, 3.3963], [9.6473, 11.0149, 1.5782], [8.4030, 10.7421, 0.8696], [10.0773, 9.9754, 2.4901], [10.7585, 11.0420, 0.4244], [12.6245, 18.7252, 3.5574], [11.7724, 19.8933, 3.7484], [12.3793, 21.1904, 3.3860], [10.7851, 19.8979, 4.8233], [10.8206, 19.5744, 2.4460], [13.2815, 18.7460, 5.1373], [12.5303, 18.0070, 6.1983], [13.9039, 20.0343, 5.4939], [14.5498, 17.8285, 4.9184]],
  "forces_ev_per_a": [[0.0, -0.2, 0.3], [-0.2, 0.6, -0.3], [-0.8, -1.0, -1.4], [2.1, 0.4, -1.3], [0.5, -1.5, -0.7], [1.9, -0.5, -0.9], [-2.0, -0.3, 1.4], [0.5, 0.5, -0.7], [0.1, -1.1, 0.0], [0.1, 2.2, 1.0], [-1.4, 0.7, 1.9], [0.1, 0.0, -0.2], [0.4, 0.2, 0.8], [-0.5, 0.4, 0.7], [-0.2, -0.1, -0.2], [0.2, 0.6, -0.5], [0.2, -0.2, 0.6], [-0.1, -0.5, 0.0], [0.0, -0.4, 0.0], [0.0, -0.1, 0.1], [0.0, 0.1, 0.3], [-0.1, -0.4, 0.3], [0.0, 0.2, 0.6], [0.1, -0.2, -0.1], [-0.1, 0.2, -0.5], [0.2, -0.5, 0.2], [-0.5, -0.6, -0.7], [0.1, 0.3, 0.4], [-0.6, -0.1, -0.3], [0.4, 0.4, -0.5], [-0.5, 0.3, 0.3], [1.3, 3.8, -2.8], [0.4, -10.2, 3.2], [-2.6, 1.6, -1.4], [1.4, 2.4, 1.7], [0.7, 0.7, -1.0], [2.6, 1.6, -0.3], [-0.5, -0.2, 0.0], [-2.8, -0.1, 0.2], [-0.5, 0.5, 0.4], [1.1, -4.0, -3.1], [-4.0, 4.3, 7.8], [-1.2, -0.8, -2.4], [2.8, -0.1, 0.3], [-0.3, 0.3, -0.1], [-0.2, -2.1, -2.9], [2.0, 0.7, 0.5], [0.0, 1.6, -0.6], [-0.1, 0.2, 0.4], [4.9, -4.9, 3.2], [-6.6, 8.6, -2.2], [-1.1, -2.3, 0.6], [1.7, -0.1, -1.0], [0.3, 0.2, 0.2], [1.0, -0.9, 4.0], [1.8, 1.9, -3.4], [-1.5, -2.4, -0.9], [-0.2, -0.3, -0.7]],
  "mulliken_charge": [0.988, -1.312, -0.401, -0.575, -0.040, -0.608, -0.633, -0.690, -0.607, -0.653, -0.999, 0.356, 0.360, 0.327, 0.369, 0.284, 0.399, 0.487, 0.391, 0.467, 0.370, 0.281, 0.344, 0.356, 0.383, 0.312, 0.461, 0.411, 0.380, 0.405, 0.377, -0.233, 1.049, -0.562, -0.591, -0.352, 1.060, -0.553, -0.554, -0.260, -0.240, 1.032, -0.598, -0.560, -0.323, 1.068, -0.561, -0.548, -0.265, -0.229, 1.030, -0.609, -0.565, -0.346, 1.064, -0.546, -0.552, -0.244],
  "relative_energy_kj_mol": 432.2,
  "lumo_energy_ev": -0.56,
  "energy_ev": -125913.7360,
  "orbital_gap_ev": 6.06,
  "homo_ev": -6.619,
  "total_charge": -1
}